The following is a quantum chemistry calculation of the molecule C5H10O2, from the OMol25 dataset.

SMILES: CCO[C@@H](C)C=O
HOMO: -0.3522 Ha
ΔE to the lowest compared entry with this formula, charge and spin: 164.15 kJ/mol
Gap between HOMO and LUMO: 10.6 eV

```
! wB97M-V def2-TZVPD RIJCOSX def2/J DEFGRID3
* xyz 0 1
C 2.02 -1.00 -0.40
C 1.27 -0.47 0.81
O 0.38 0.60 0.52
C -0.95 0.25 0.22
C -1.79 1.50 0.40
C -1.10 -0.24 -1.22
O -1.94 -1.04 -1.56
H 2.89 -1.59 -0.07
H 1.40 -1.66 -1.03
H 2.39 -0.17 -1.02
H 0.72 -1.28 1.31
H 1.98 -0.06 1.54
H -1.31 -0.56 0.88
H -2.85 1.30 0.22
H -1.66 1.88 1.42
H -1.46 2.28 -0.30
H -0.40 0.23 -1.94
*
```

Charges in e, computed with natural (NBO), in the same order as the atoms: atom 1 (C): -0.645, atom 2 (C): -0.063, atom 3 (O): -0.531, atom 4 (C): -0.009, atom 5 (C): -0.614, atom 6 (C): 0.420, atom 7 (O): -0.516, atom 8 (H): 0.218, atom 9 (H): 0.208, atom 10 (H): 0.217, atom 11 (H): 0.167, atom 12 (H): 0.186, atom 13 (H): 0.185, atom 14 (H): 0.223, atom 15 (H): 0.227, atom 16 (H): 0.215, atom 17 (H): 0.112